{"formula": "C19H32NO3P2Tb", "method": "wB97M-V/def2-TZVPD", "species": ["C", "C", "N", "C", "C", "C", "C", "P", "Tb", "P", "C", "C", "C", "C", "C", "C", "C", "O", "O", "H", "H", "H", "C", "C", "H", "H", "H", "H", "C", "C", "H", "H", "H", "H", "H", "H", "H", "H", "H", "H", "H", "H", "H", "H", "H", "H", "H", "H", "H", "H", "H", "H", "C", "C", "O", "H", "H", "H"], "coordinates": [[-0.67, 3.70, -1.48], [-0.76, 2.39, -0.93], [0.26, 1.94, -0.10], [1.12, 2.85, 0.43], [1.15, 4.17, -0.01], [0.27, 4.59, -1.00], [-1.90, 1.59, -1.16], [-2.42, 0.15, -0.24], [0.19, -0.43, 0.36], [2.61, 0.64, 1.43], [2.06, 2.41, 1.55], [0.08, -2.92, 0.27], [-1.01, -3.48, 0.92], [-1.02, -4.87, 1.16], [0.06, -5.67, 0.77], [1.14, -5.09, 0.10], [1.13, -3.70, -0.18], [-0.61, 2.23, -5.38], [-0.68, -3.43, -4.28], [-1.39, 3.97, -2.24], [1.89, 4.84, 0.44], [0.33, 5.61, -1.38], [-4.05, 0.62, 0.40], [-2.90, -1.01, -1.59], [2.96, 3.05, 1.52], [1.57, 2.54, 2.54], [-0.82, 1.57, -6.04], [-2.52, 1.83, -2.03], [3.15, 0.27, 3.13], [4.22, 0.88, 0.58], [-1.85, -2.86, 1.26], [-1.87, -5.32, 1.68], [0.06, -6.74, 0.98], [1.99, -5.71, -0.21], [1.97, -3.25, -0.72], [1.85, -0.75, -0.88], [0.03, -4.09, -4.16], [-0.21, -2.61, -4.11], [0.36, 2.16, -5.29], [2.15, -1.17, -0.32], [-4.73, 0.84, -0.44], [-4.43, -0.24, 0.97], [-3.98, 1.50, 1.04], [-3.54, -0.47, -2.30], [-2.03, -1.40, -2.13], [-3.44, -1.86, -1.17], [4.96, 1.40, 1.22], [4.62, -0.11, 0.32], [4.08, 1.44, -0.35], [4.04, 0.85, 3.40], [2.34, 0.48, 3.83], [3.39, -0.80, 3.17], [-1.76, 1.63, 2.89], [-1.31, 0.49, 2.07], [-0.55, -0.43, 2.47], [-2.80, 1.86, 2.62], [-1.13, 2.51, 2.65], [-1.70, 1.41, 3.97]], "lowdin_charge": [-0.05, -0.38, -0.08, -0.37, -0.09, -0.09, -0.27, 0.69, 1.23, 0.80, -0.28, -0.33, -0.16, -0.10, -0.12, -0.11, -0.20, -0.07, -0.07, 0.11, 0.10, 0.11, -0.26, -0.29, 0.09, 0.10, 0.03, 0.06, -0.27, -0.27, 0.08, 0.09, 0.10, 0.09, 0.05, 0.04, 0.04, 0.02, 0.04, 0.02, 0.05, 0.05, 0.03, 0.03, 0.02, 0.04, 0.05, 0.04, 0.05, 0.05, 0.05, 0.05, -0.07, -0.48, -0.23, 0.06, 0.09, 0.08], "relative_energy_ev": 0.965, "e_homo_ha": [-0.2237, -0.2264], "e_lumo_ev": [-0.22, -0.14], "fmax_ev_per_a": 3.7, "spin_multiplicity": 7, "total_energy_ev": -68862.53809}